No. 1
This record from OMol25 describes C36H46BaN3O7S as an isolated structure in a non-equilibrium geometry. The level of theory is the ωB97M-V functional and the def2-TZVPD basis.

Values from the calculation:
total charge: -1
relative energy (zero: lowest compared OMol25 entry of this formula, charge and spin): 18.3 kcal per mole
HOMO: -4.031 eV
gap between HOMO and LUMO: 5.46 eV

CARTESIAN COORDINATES (ANGSTROEM)
1 Ba -0.29161 -0.46743 -0.53802
2 C 1.41632 1.08275 1.26117
3 C 0.94845 0.25995 2.33338
4 C 1.83815 -0.86419 2.40087
5 C 2.77138 -0.70093 1.35281
6 C 2.56520 0.51327 0.68583
7 C 3.58884 1.16997 -0.22522
8 C 4.81318 1.54227 0.62964
9 C 3.04294 2.45697 -0.84173
10 C 4.06573 0.22064 -1.33006
11 C 1.93643 -2.08307 3.33564
12 C 2.02760 -1.70620 4.82326
13 C 3.22454 -2.86769 3.04352
14 C 0.78870 -3.07121 3.12192
15 C -0.04594 0.85259 3.34272
16 C -0.85058 1.99038 2.69289
17 C 0.72625 1.49488 4.50858
18 C -1.09270 -0.12478 3.89574
19 H 1.01601 2.05846 1.01463
20 H 3.59542 -1.36948 1.14811
21 H 4.52641 2.23333 1.42606
22 H 5.58637 2.01695 0.01518
23 H 5.23912 0.65243 1.09723
24 H 2.80844 3.18620 -0.06182
25 H 2.13424 2.27834 -1.41393
26 H 3.78804 2.90397 -1.50761
27 H 4.51449 -0.67585 -0.89441
28 H 4.82732 0.70881 -1.94770
29 H 3.24550 -0.08408 -1.97808
30 H 2.86759 -1.02760 4.99404
31 H 2.19133 -2.60806 5.42138
32 H 1.12864 -1.22617 5.19978
33 H 4.10931 -2.23527 3.13867
34 H 3.21391 -3.29272 2.03816
35 H 3.31424 -3.69323 3.75551
36 H -0.18554 -2.61833 3.26986
37 H 0.88454 -3.93232 3.79421
38 H 0.81415 -3.44452 2.09721
39 H -0.21694 2.82901 2.40622
40 H -1.59435 2.36293 3.40361
41 H -1.38710 1.65458 1.80261
42 H 1.38915 2.27291 4.12326
43 H 1.34344 0.77065 5.03439
44 H 0.03613 1.95083 5.22821
45 H -1.68362 -0.56841 3.08982
46 H -1.76771 0.40793 4.57372
47 H -0.65424 -0.94441 4.45705
48 O 1.15999 -0.17552 -2.95919
49 C 0.57534 0.90331 -3.22000
50 O -0.01785 1.64633 -2.40351
51 C 0.54487 1.33176 -4.68273
52 C 0.82799 0.40968 -5.68193
53 C 0.78245 0.78218 -7.01523
54 C 0.47142 2.09464 -7.32596
55 C 0.20053 3.03667 -6.34822
56 C 0.23148 2.64233 -5.02105
57 N 0.42783 2.50192 -8.73894
58 O 0.61496 1.64983 -9.58516
59 O 0.15239 3.65888 -8.99165
60 H 1.09091 -0.59840 -5.39108
61 H 0.98786 0.08100 -7.81037
62 H -0.02904 4.05157 -6.63706
63 H 0.01052 3.34037 -4.22474
64 N -6.56320 2.62403 -0.18549
65 C -5.32428 2.01833 -0.25276
66 C -4.94659 1.04186 0.66757
67 C -3.68885 0.48561 0.57776
68 N -2.78968 0.84063 -0.34825
69 C -3.15376 1.78158 -1.22598
70 C -4.39037 2.39091 -1.21958
71 H -7.27829 2.13010 0.31971
72 H -6.89091 3.07660 -1.02114
73 H -5.62969 0.70861 1.43864
74 H -3.38553 -0.29992 1.26088
75 H -2.40206 2.06240 -1.95719
76 H -4.62526 3.14929 -1.95611
77 C 0.09304 -8.17604 3.02110
78 C -0.47719 -6.95866 2.34174
79 C -0.02535 -6.57612 1.08345
80 C -0.51177 -5.43398 0.46465
81 C -1.46209 -4.66141 1.11146
82 C -1.93985 -5.03346 2.36066
83 C -1.44552 -6.17687 2.96712
84 S -2.08035 -3.18280 0.36994
85 O -3.50835 -3.35196 0.27135
86 O -1.66787 -2.07732 1.23206
87 O -1.36943 -3.04314 -0.90499
88 H 0.23014 -8.99674 2.31570
89 H -0.55832 -8.52211 3.82372
90 H 1.06947 -7.95388 3.45729
91 H 0.72360 -7.17777 0.58011
92 H -0.15499 -5.12708 -0.50868
93 H -2.68489 -4.42474 2.85636
94 H -1.81247 -6.46324 3.94638

Forces on atoms 1 to 3 (eV/Å):
Ba 0.940 -0.211 0.278
C 0.266 0.252 0.350
C 0.091 0.208 0.053



No. 2
This record from OMol25 describes C36H46BrN4NaO3SSbSi3 as an isolated structure in a non-equilibrium geometry. The level of theory is the ωB97M-V functional and the def2-TZVPD basis.

Values from the calculation:
total charge: -1
relative energy (zero: lowest compared OMol25 entry of this formula, charge and spin): 0.0 kcal per mole
HOMO: -4.486 eV
gap between HOMO and LUMO: 6.27 eV

CARTESIAN COORDINATES (ANGSTROEM)
1 Na 1.09281 -5.77933 0.22646
2 Br 2.29960 5.53062 7.40675
3 C 1.81025 3.93004 6.55432
4 C 1.06208 2.87055 7.08565
5 C 0.86526 1.73542 6.31298
6 C 1.54013 1.56562 5.05948
7 C 2.19187 2.66678 4.46230
8 C 2.34464 3.79175 5.25872
9 N 1.46511 0.25994 4.54695
10 N 2.25478 0.11583 3.57080
11 C 2.23310 -1.00886 2.84952
12 C 3.19405 -0.94012 1.81392
13 C 3.23603 -1.88143 0.86810
14 C 2.47223 -3.12363 0.99151
15 O 2.54785 -4.06696 0.19628
16 C 1.52782 -3.17363 2.19265
17 N 0.57955 -4.13058 2.03219
18 C -0.26325 -4.35286 3.07519
19 C -0.27277 -3.50576 4.14543
20 C 0.37981 -2.28591 4.05809
21 C 1.41260 -2.08721 3.05254
22 H 0.65079 2.87305 8.06525
23 H 0.09575 0.98864 6.49697
24 H 2.46254 2.75527 3.42506
25 H 2.92841 4.57747 4.78894
26 H 3.83353 -0.07907 1.80295
27 H 3.81202 -1.68180 0.00369
28 H -0.86235 -5.27321 3.04394
29 H -0.80745 -3.70944 5.06921
30 H 0.04679 -1.43145 4.68411
31 C -1.61723 -3.94625 -3.73207
32 C -1.48013 -5.32407 -3.55622
33 C -0.91946 -5.77319 -2.37121
34 N -0.33854 -4.90734 -1.53077
35 C -0.48802 -3.59200 -1.65571
36 C -1.09037 -3.05840 -2.81628
37 H -2.06239 -3.48490 -4.65788
38 H -1.57851 -6.10148 -4.26566
39 H -0.81606 -6.74100 -2.03503
40 H -0.01071 -2.98553 -0.84763
41 H -0.93849 -1.97132 -3.03987
42 C 0.61861 1.95083 -0.21062
43 Si 1.03812 3.72002 -0.87565
44 C 1.72100 4.71589 0.58492
45 C 2.38473 3.78585 -2.21965
46 Sb -1.20491 4.72103 -1.99838
47 Si -2.81720 4.63878 0.31787
48 C -4.62677 5.01984 -0.23036
49 C -2.59970 3.04723 1.27386
50 C -2.02660 5.97183 1.48636
51 Si -1.00968 7.18034 -2.44829
52 C -2.60361 7.99363 -1.93240
53 C 0.48519 8.02810 -1.54246
54 C -0.85889 7.63092 -4.26502
55 H 0.19636 2.20139 0.79621
56 H 1.49013 1.37736 -0.02295
57 H -0.10816 1.43845 -0.86039
58 H 2.60059 4.14409 0.90000
59 H 1.14978 4.71667 1.52299
60 H 1.95408 5.77872 0.49338
61 H 2.35347 4.62042 -2.95759
62 H 2.34534 2.73897 -2.72634
63 H 3.37614 3.79652 -1.75766
64 H -4.95492 4.44532 -1.08975
65 H -4.84059 6.07138 -0.51561
66 H -5.36129 4.73070 0.56102
67 H -3.58957 2.53054 1.32876
68 H -2.32626 3.31974 2.30302
69 H -1.91001 2.25393 0.86318
70 H -2.70007 6.45329 2.27302
71 H -1.52155 6.72505 0.87717
72 H -1.02801 5.54225 1.83093
73 H -2.54379 8.35152 -0.92743
74 H -3.51200 7.33849 -2.12919
75 H -2.76683 8.81726 -2.64644
76 H 0.00525 8.63386 -0.74740
77 H 1.03248 8.70264 -2.19062
78 H 1.14981 7.30331 -1.06792
79 H -0.40303 8.65716 -4.14187
80 H -1.75729 7.69412 -4.89564
81 H -0.22305 6.88039 -4.85575
82 O -2.01048 -11.81120 -5.27369
83 C -1.25873 -11.80439 -4.08647
84 O -1.32421 -12.78698 -3.38175
85 C -0.50614 -10.62808 -3.53790
86 C 0.06629 -9.65035 -4.44866
87 C 0.73293 -8.57258 -3.89114
88 C 1.07024 -8.49698 -2.52321
89 S 2.22097 -7.47286 -1.80057
90 C 0.63677 -9.60522 -1.73127
91 C -0.24975 -10.56769 -2.15556
92 H -2.21488 -10.97021 -5.69777
93 H 0.04040 -9.84298 -5.55575
94 H 1.05074 -7.72328 -4.51934
95 H 1.03219 -9.64563 -0.69105
96 H -0.68731 -11.35366 -1.49483

Forces on atoms 1 to 3 (eV/Å):
Na 0.234 0.047 -0.364
Br -0.233 0.185 0.656
C 0.733 -1.163 -1.290



No. 3
This record from OMol25 describes C36H47BN4O8P2V as an isolated structure in a non-equilibrium geometry. The level of theory is the ωB97M-V functional and the def2-TZVPD basis.

Values from the calculation:
HOMO (spin up / spin down): -6.124 / -6.051 eV
spin multiplicity: 4
gap between HOMO and LUMO (spin up / spin down): 6.56 / 5.10 eV
⟨S²⟩: 3.779

CARTESIAN COORDINATES (ANGSTROEM)
1 V -0.22874 -0.00785 -0.28712
2 C -0.63776 -4.48660 3.77083
3 C -0.58692 -3.34460 4.55675
4 C -0.40128 -2.09338 3.99179
5 C -0.24085 -1.93854 2.60173
6 C -0.35238 -3.10205 1.81794
7 C -0.54092 -4.34614 2.39182
8 N -0.07571 -0.71742 1.97283
9 C 0.59780 0.30893 2.52194
10 C 1.40984 0.28878 3.68927
11 C 1.97984 1.43612 4.18361
12 C 1.78775 2.68062 3.56069
13 C 1.05680 2.74132 2.39955
14 C 0.50357 1.57728 1.85270
15 N -0.20767 1.54493 0.68801
16 N -0.90592 2.60154 0.29863
17 C -1.89936 2.16752 -0.49501
18 C -2.89992 3.01504 -1.00120
19 C -3.98418 2.46261 -1.63153
20 C -4.06931 1.06743 -1.77590
21 C -3.03495 0.29259 -1.32352
22 N -1.94053 0.80524 -0.72149
23 H -0.77044 -5.46103 4.22275
24 H -0.70722 -3.42585 5.63102
25 H -0.42770 -1.21772 4.62574
26 H -0.28565 -3.00205 0.74525
27 H -0.62371 -5.22589 1.76317
28 H 1.58750 -0.65480 4.18259
29 H 2.59272 1.38490 5.07708
30 H 2.22791 3.57344 3.98518
31 H 0.91911 3.66902 1.85922
32 H -2.80350 4.08064 -0.85312
33 H -4.78221 3.09444 -1.99833
34 H -4.92534 0.60330 -2.24374
35 H -3.03829 -0.78274 -1.45372
36 C -0.81048 -4.55444 -2.66592
37 C 0.46087 -4.13190 -3.38653
38 C 0.97702 -5.20658 -4.32228
39 O 1.52667 -3.87954 -2.42270
40 P 1.64355 -2.43639 -1.77048
41 O 0.38572 -2.01523 -1.11945
42 C 3.00672 -2.72843 -0.60150
43 P 3.07668 -1.27639 0.49206
44 O 2.06214 -0.27627 0.12810
45 O 2.87679 -1.79793 1.95974
46 C 3.72424 -2.62328 2.79303
47 C 4.58095 -3.61612 2.01848
48 C 4.57702 -1.72806 3.67730
49 O 4.56940 -0.72345 0.37822
50 C 4.86461 0.62316 0.87867
51 C 4.49951 1.69991 -0.13370
52 C 6.35092 0.63338 1.17844
53 O 2.13262 -1.58950 -3.00498
54 C 3.06554 -0.51040 -3.25894
55 C 4.50113 -0.98970 -3.07815
56 C 2.84891 -0.10394 -4.70545
57 H -1.55761 -4.88013 -3.38972
58 H -1.20803 -3.72213 -2.08942
59 H -0.58879 -5.38321 -1.99095
60 H 0.28024 -3.20683 -3.94169
61 H 1.23682 -6.09851 -3.74971
62 H 1.86389 -4.86523 -4.85577
63 H 0.20333 -5.46690 -5.04388
64 H 3.94108 -2.94082 -1.11468
65 H 2.70655 -3.59837 -0.01772
66 H 3.01372 -3.17830 3.40797
67 H 5.20407 -3.11037 1.28001
68 H 3.97324 -4.37462 1.52412
69 H 5.23596 -4.12637 2.72384
70 H 5.32322 -1.20794 3.07388
71 H 5.09075 -2.32743 4.42878
72 H 3.95735 -0.98840 4.17899
73 H 4.28228 0.77974 1.79337
74 H 5.04667 1.53452 -1.06408
75 H 4.77682 2.67390 0.26934
76 H 3.43053 1.70299 -0.32976
77 H 6.90738 0.39512 0.27059
78 H 6.61418 -0.08829 1.95187
79 H 6.64791 1.62666 1.51372
80 H 2.82864 0.31385 -2.58234
81 H 4.62755 -1.93817 -3.60506
82 H 4.76589 -1.11691 -2.03410
83 H 5.18014 -0.25846 -3.51625
84 H 3.04272 -0.95973 -5.35478
85 H 3.53733 0.70238 -4.95771
86 H 1.83387 0.23864 -4.87894
87 O -0.03620 1.66763 -3.05452
88 B -0.20008 0.50711 -2.26962
89 O -0.79818 -0.47784 -3.11176
90 C -1.02616 0.10129 -4.32286
91 C -1.58448 -0.43832 -5.46120
92 C -1.66416 0.38718 -6.58181
93 C -1.19885 1.69508 -6.54958
94 C -0.63936 2.23642 -5.39282
95 C -0.56516 1.41675 -4.28857
96 H -1.95022 -1.45712 -5.48486
97 H -2.09453 0.00238 -7.49740
98 H -1.26748 2.30771 -7.43903
99 H -0.26695 3.25193 -5.35988

Forces on atoms 1 to 3 (eV/Å):
V 2.219 -4.352 1.959
C 0.019 -0.041 0.015
C 0.014 -0.010 0.049